1.
DFT (ωB97M-V/def2-TZVPD) results for a single C11H10N2 molecule.

For the largest force on an atom, the calculation gives 3.1 eV/Å. Its multiplicity is 1. The value obtained for the total energy is -534.499889 Eh.

```
23
Properties=species:S:1:pos:R:3:forces:R:3:mulliken_charge:R:1
C -2.3722 -0.9285 0.1090 -0.4 0.0 0.3 -1.07
C -3.1629 0.1541 0.0257 0.3 -0.3 0.1 -0.39
C -0.9945 -0.5116 -0.0812 0.3 -0.7 -0.1 1.08
C -1.0263 0.9805 -0.1749 0.5 0.9 0.1 0.27
C -0.2483 2.1144 -0.1012 -0.5 -0.4 -0.1 -0.45
C 1.1005 2.5511 0.2043 0.2 0.7 0.0 -0.81
C 2.1777 1.8082 0.0048 -0.8 -3.0 -0.2 0.42
C 0.7570 -2.6259 -0.0407 -0.3 -0.2 0.0 -0.65
C 2.4819 -0.5623 0.3506 0.1 -0.6 0.4 -0.52
C 1.4653 -1.3547 -0.4903 0.0 0.4 -0.1 -0.32
C 0.0038 -1.3914 -0.2445 1.5 2.0 0.2 0.07
N 2.6554 0.7217 -0.2958 0.2 1.3 -0.5 -0.47
N -2.3992 1.2630 -0.2025 -0.7 0.4 -0.3 -0.10
H -2.6706 -1.9514 0.2250 -0.1 -0.1 0.0 0.42
H -4.2310 0.2396 0.1057 -0.1 0.0 0.0 0.43
H -0.8770 3.0025 -0.1536 0.0 -0.1 0.0 0.18
H 1.1833 3.5857 0.5027 0.1 -0.1 0.2 0.31
H 0.6658 -3.4414 -0.7477 0.0 0.0 -0.1 0.24
H 0.8868 -2.9633 0.9799 0.0 0.0 0.1 0.22
H 2.1456 -0.4738 1.3909 0.0 0.1 0.0 0.38
H 3.4492 -1.0806 0.3278 -0.2 0.0 0.1 0.27
H 1.7618 -1.3391 -1.5381 -0.1 -0.1 0.0 0.29
H -2.7522 2.2032 -0.1559 0.1 -0.1 0.1 0.19
```
Forces are in eV/Å.

2.
DFT (ωB97M-V/def2-TZVPD) results for a single C3H6N4O molecule.

For the largest force on an atom, the calculation gives 6.4 eV/Å. Its multiplicity is 1. The value obtained for the total energy is -412.037354 Eh.

```
14
Properties=species:S:1:pos:R:3:forces:R:3:mulliken_charge:R:1
C 1.4421 1.4352 -1.5661 -1.3 -1.0 -1.5 -0.32
C -0.5209 0.3253 0.9780 2.1 -1.1 1.6 0.32
C -0.1807 -1.7540 -0.1239 1.3 -1.5 0.7 0.11
H 2.1817 0.9898 -2.2050 1.0 -0.5 0.5 0.27
H 1.2596 2.4410 -2.1127 -0.8 -1.0 2.1 0.23
H -0.3672 2.1738 0.0904 -0.6 -4.5 -1.6 0.39
H -1.0283 1.6288 2.2864 -0.8 1.2 -0.2 0.21
H -0.0739 -1.3627 1.9460 1.0 1.1 -2.6 0.39
H 0.0081 -2.8080 0.2648 -0.4 0.6 -0.8 0.29
N 0.8074 0.5413 -0.8597 0.3 3.8 -1.2 -0.27
N -0.4377 0.9499 -0.2315 2.0 6.0 0.3 -0.24
N -0.9221 0.6593 2.1222 -0.2 -0.2 0.5 -0.68
N 0.2068 -0.8928 0.9801 -3.3 -2.3 0.5 -0.27
O -0.5004 -1.4883 -1.2594 -0.1 -0.5 1.7 -0.43
```
Forces are in eV/Å.

3.
DFT (ωB97M-V/def2-TZVPD) results for 2 unconnected molecules or ions with the total composition C4H5NO.

For the largest force on an atom, the calculation gives 4.1 eV/Å. Its multiplicity is 1. The value obtained for the total energy is -285.293127 Eh.

```
11
Properties=species:S:1:pos:R:3:forces:R:3:mulliken_charge:R:1
C 1.2230 -0.6232 1.3122 1.1 0.8 0.2 0.64
C -0.5930 1.0657 -1.1800 1.9 -0.3 2.7 0.77
C 0.4715 -1.4057 0.6447 1.5 -3.5 1.1 -1.02
C -1.7888 0.9243 -1.6521 -0.5 0.5 -2.4 -0.91
N 2.1557 0.0577 1.5886 2.1 2.0 1.0 -0.38
O 0.4266 1.0947 -0.5903 -1.5 0.6 -1.8 -0.38
H 0.7036 -2.4490 0.8598 -0.3 0.0 -0.4 0.25
H -0.4458 -1.1233 0.3969 -3.7 0.9 -1.4 0.26
H -1.8620 1.0839 -2.7473 -0.1 -0.3 0.8 0.21
H -2.6926 0.8330 -1.0823 0.1 0.0 0.4 0.29
H 2.4019 0.5418 2.4498 -0.5 -0.6 -0.1 0.26
```
Forces are in eV/Å.

4.
DFT (ωB97M-V/def2-TZVPD) results for a gas-phase ion, C5H14N2OPS2 (charge +1).

For the largest force on an atom, the calculation gives 4.0 eV/Å. Its total charge is +1. Its multiplicity is 1. The value obtained for the total energy is -1521.116532 Eh.

```
25
Properties=species:S:1:pos:R:3:forces:R:3:mulliken_charge:R:1
C 0.3775 0.6975 0.3042 0.7 -2.2 -1.5 0.04
C -2.7827 0.9925 0.8625 0.9 -0.8 0.3 -0.90
C -1.7143 -0.9485 -1.7162 -1.4 -2.3 -2.9 -0.90
C -1.7643 -0.1510 1.1079 0.6 1.0 0.8 -0.98
C -0.5272 -1.2220 -0.7865 -0.4 1.4 -1.3 -0.47
N -0.5433 -0.2418 0.2514 0.4 2.6 1.2 0.09
N 1.4411 0.8353 -0.4695 0.2 -1.5 -1.6 -0.26
O 2.6406 2.2843 1.2089 -1.1 -1.2 -1.3 -0.42
P 2.9336 1.7914 -0.3252 0.6 -1.1 0.8 0.24
S 4.1608 -0.0375 0.4982 -0.2 -0.1 0.5 -0.11
S 5.2994 -1.5930 -0.3437 -1.3 -0.4 -0.4 -0.16
H 0.4977 1.3041 1.0945 -0.9 2.4 3.0 0.70
H -3.6172 0.5955 1.4887 0.5 1.4 0.1 0.31
H -2.1595 1.8507 1.1652 -1.4 0.3 0.4 0.36
H -3.2188 1.1968 -0.1255 0.6 -0.5 0.1 0.32
H -2.6193 -0.8303 -1.1156 0.2 0.1 -0.1 0.27
H -1.7730 -0.2041 -2.5578 1.0 0.0 1.4 0.30
H -1.9777 -1.8965 -2.3616 0.8 1.4 1.4 0.34
H -1.5331 -0.1014 2.2270 0.2 -0.1 -1.6 0.37
H -2.2270 -1.0657 0.9484 -0.9 -1.8 -0.1 0.51
H -0.7024 -2.1221 -0.2799 -0.1 -1.7 0.4 0.27
H 0.4905 -1.2099 -1.1914 -0.6 -0.6 -0.4 0.35
H 1.6077 0.0542 -1.1425 -0.2 1.2 0.5 0.23
H 3.2983 2.7535 1.6968 1.0 0.7 0.3 0.33
H 4.4127 -2.7319 -0.4383 0.8 1.9 0.2 0.17
```
Forces are in eV/Å.

Energy relative to the best compared isomer or geometry (same formula, charge and spin): 117.4; 107.7; 76.2; 34.6 (kcal per mole)